76
Properties=species:S:1:pos:R:3:forces:R:3 method="wB97M-V/def2-TZVPD" charge=+2 homo_energy_ev=-13.87 multiplicity=1 gap_ev=8.3
Bi -0.5264 -0.8746 -0.0671 -0.135 0.028 -0.054
O -0.4925 1.4478 3.3608 -0.013 0.028 -0.026
C -0.0738 0.5926 2.6379 0.066 -0.076 -0.017
O -0.8751 -0.1767 1.8856 -0.090 0.098 0.058
C 1.4152 0.2578 2.5268 -0.081 0.042 0.045
P 1.8979 0.2251 0.7720 0.055 -0.052 -0.034
C 3.3808 -0.7694 0.5634 0.021 0.015 0.085
C 3.2700 -2.0848 0.1156 0.018 -0.016 -0.010
C 4.4065 -2.8708 -0.0120 -0.013 0.011 0.001
C 5.6495 -2.3437 0.3074 0.008 -0.009 0.000
C 5.7633 -1.0331 0.7552 0.009 0.003 0.003
C 4.6337 -0.2423 0.8830 -0.007 -0.030 0.003
C 2.3075 1.9190 0.3187 -0.037 -0.022 -0.013
C 3.0656 2.1451 -0.8317 0.004 -0.024 -0.023
C 3.3594 3.4400 -1.2222 -0.003 0.005 -0.018
C 2.8927 4.5145 -0.4741 -0.005 0.005 0.015
C 2.1375 4.2926 0.6686 0.013 0.019 -0.023
C 1.8412 2.9975 1.0691 -0.038 0.001 0.005
H 1.5665 -0.7537 2.9122 0.012 0.000 -0.013
H 2.0040 0.9546 3.1198 0.016 -0.004 0.003
H 2.3003 -2.5055 -0.1258 0.004 0.002 -0.008
H 4.3233 -3.8895 -0.3667 0.001 0.004 -0.002
H 6.5359 -2.9553 0.2035 0.000 0.005 0.002
H 6.7346 -0.6272 1.0037 -0.004 -0.002 -0.003
H 4.7257 0.7818 1.2233 0.005 -0.001 0.002
H 3.4466 1.3094 -1.4067 -0.002 -0.005 -0.016
H 3.9631 3.6130 -2.1037 -0.003 -0.002 0.008
H 3.1295 5.5261 -0.7766 -0.003 -0.007 0.003
H 1.7834 5.1280 1.2576 0.002 -0.005 -0.001
H 1.2453 2.8479 1.9618 0.015 -0.006 -0.008
O 0.9580 3.9855 -4.8153 0.013 0.002 -0.005
C 0.7830 2.9197 -4.0329 0.005 -0.008 -0.001
C 1.3345 1.6626 -4.2909 -0.005 0.017 -0.006
C 1.0814 0.6395 -3.4047 0.012 -0.023 0.016
N 0.3355 0.7844 -2.3003 -0.003 -0.047 0.039
C -0.1669 1.9873 -2.0931 -0.013 0.059 0.018
Br -1.2268 2.1477 -0.5123 -0.019 0.009 -0.009
C -0.0008 3.0915 -2.8916 0.029 0.001 0.007
H 1.4921 3.7777 -5.5926 -0.006 0.001 0.005
H 1.9435 1.4870 -5.1681 -0.004 -0.002 0.003
H 1.4922 -0.3482 -3.5788 -0.004 0.015 -0.002
H -0.4408 4.0503 -2.6603 0.002 -0.005 -0.002
O 0.0102 -2.8406 0.8752 0.095 0.040 0.005
S -0.7095 -3.3867 2.1483 -0.007 0.000 0.001
C -0.9669 -5.1273 1.7508 -0.002 0.001 -0.004
C 0.3527 -5.8307 2.0390 -0.008 0.007 0.009
C 0.8173 -5.2618 3.3761 0.000 0.007 -0.006
C 0.6787 -3.7406 3.2729 0.016 -0.020 -0.021
H -1.3218 -5.1677 0.7223 -0.012 0.001 0.006
H -1.7633 -5.4655 2.4183 0.001 -0.003 -0.004
H 1.0748 -5.6098 1.2508 -0.003 -0.002 -0.002
H 0.2144 -6.9100 2.0752 0.003 -0.001 -0.002
H 1.8472 -5.5288 3.6077 -0.002 -0.003 0.004
H 0.1900 -5.6410 4.1841 0.004 0.000 0.002
H 1.5347 -3.2864 2.7698 -0.002 0.009 0.017
H 0.4974 -3.2358 4.2199 0.004 -0.003 0.002
C -5.2373 3.8753 -2.2911 -0.002 -0.007 -0.003
C -4.8913 2.6625 -1.4773 0.001 0.009 0.006
C -4.8592 2.7273 -0.0869 -0.006 -0.005 0.005
C -4.5735 1.6031 0.6745 0.002 0.016 0.008
C -4.3262 0.3990 0.0307 0.016 -0.016 -0.001
C -4.3402 0.3086 -1.3575 -0.006 -0.004 0.001
C -4.6193 1.4403 -2.0997 0.011 -0.001 -0.004
S -3.9588 -1.0039 1.0403 -0.042 0.094 0.194
C -5.2889 -2.0933 0.5588 0.026 -0.005 -0.019
O -2.7235 -1.6748 0.4171 0.090 -0.131 -0.232
H -4.8983 4.7889 -1.8050 -0.002 0.000 -0.001
H -6.3203 3.9499 -2.4085 0.003 0.002 -0.001
H -4.8024 3.8246 -3.2882 0.001 0.001 0.003
H -5.0595 3.6692 0.4085 0.000 -0.005 0.001
H -4.5435 1.6632 1.7559 0.009 -0.004 -0.005
H -4.1325 -0.6331 -1.8524 0.001 0.007 0.003
H -4.6388 1.3784 -3.1811 -0.001 0.004 0.004
H -5.2589 -2.2495 -0.5177 -0.011 -0.008 0.007
H -6.2248 -1.6226 0.8581 0.001 -0.006 -0.001
H -5.1548 -3.0318 1.0925 -0.001 0.003 0.002

=====

78
Properties=species:S:1:pos:R:3:forces:R:3 method="wB97M-V/def2-TZVPD" charge=+1 homo_energy_ev="-10.28 / -10.30" multiplicity=1 gap_ev="6.9 / 6.7"
Mo 0.3165 0.1247 -0.0156 0.344 -0.101 -0.025
C -2.7027 2.2456 1.1468 0.214 0.202 0.094
Si -0.9619 1.6397 1.4951 0.177 -0.307 0.019
C 0.4263 2.6924 0.6866 0.176 -0.159 -0.100
C -0.6787 1.6134 3.3296 -0.314 0.309 -0.052
C -1.2712 2.4929 4.2412 -0.001 -0.052 0.001
C -0.8946 2.4699 5.5719 0.000 -0.002 0.041
C 0.0734 1.5684 6.0014 0.005 -0.006 0.001
C 0.6559 0.6927 5.1009 -0.018 -0.012 -0.007
C 0.2770 0.6999 3.7557 0.228 -0.207 0.199
Si 0.9492 -0.4773 2.4563 -0.339 0.137 0.086
C 2.7970 -0.5928 2.8270 -0.172 0.040 -0.072
C 0.0480 -2.1385 2.7018 0.148 0.101 -0.011
H -2.7341 3.3352 1.2243 -0.047 0.038 0.019
H -3.3721 1.8466 1.9070 -0.017 -0.036 0.091
H -3.1005 1.9597 0.1839 -0.083 -0.049 -0.234
H 0.0371 3.3770 -0.0618 -0.056 0.123 -0.028
H 1.3012 2.1892 0.2143 -0.181 0.007 0.143
H 0.8873 3.2594 1.4961 0.020 0.018 -0.006
H -2.0223 3.2033 3.9197 -0.045 0.041 -0.055
H -1.3460 3.1537 6.2782 -0.016 0.013 0.007
H 0.3675 1.5498 7.0422 0.011 0.004 0.025
H 1.4046 -0.0042 5.4560 0.055 -0.051 0.014
H 2.9533 -1.3431 3.6040 0.030 -0.063 0.082
H 3.1199 0.3690 3.2232 0.032 0.072 0.035
H 3.4177 -0.8304 1.9734 0.078 -0.074 -0.145
H 0.5785 -2.7494 3.4367 -0.002 -0.034 0.051
H -0.0956 -2.7249 1.7931 0.056 -0.007 -0.081
H -0.9443 -1.9371 3.1054 -0.060 0.015 0.023
Cl 0.9519 -3.5241 -6.1912 0.007 0.015 0.005
C 0.6637 -2.9028 -4.6036 0.078 0.213 0.074
C -0.1323 -3.6506 -3.7186 -0.051 -0.031 0.083
C -0.3778 -3.1967 -2.4514 0.142 0.084 -0.243
Cl -1.3479 -4.1225 -1.3698 -0.023 0.009 0.067
C 0.1587 -1.9659 -1.9935 -0.070 -0.176 0.177
O -0.0725 -1.6098 -0.7642 -0.123 -0.249 -0.347
C 0.9488 -1.2083 -2.9006 0.060 0.012 -0.264
C 1.5692 0.0353 -2.6014 0.030 0.109 0.032
O 1.4869 0.7206 -1.5434 -0.052 -0.057 -0.410
C 1.1943 -1.7086 -4.2093 -0.160 -0.244 0.095
H -0.5520 -4.5943 -4.0399 0.007 0.006 -0.003
H 2.1969 0.4721 -3.3812 -0.013 -0.069 -0.010
H 1.8122 -1.1406 -4.8891 0.036 0.046 -0.033
N -5.7939 7.3107 -5.2691 -0.115 0.208 -0.102
C -5.2971 6.4074 -4.7685 0.094 -0.117 0.083
C -4.6725 5.2699 -4.1524 -0.071 -0.062 -0.099
C -3.8907 5.4355 -3.0154 0.033 0.013 0.041
C -3.2979 4.3350 -2.4231 -0.057 -0.012 -0.092
C -3.4807 3.0840 -2.9903 -0.004 -0.035 -0.109
C -4.2537 2.9056 -4.1297 0.017 0.142 0.067
C -4.8605 4.0057 -4.7082 0.075 -0.028 0.071
N -2.8605 1.9488 -2.3915 -0.108 0.001 0.237
C -3.4603 0.7399 -2.1159 0.050 -0.148 -0.164
C -2.5133 -0.0227 -1.5150 -0.013 -0.285 -0.186
N -1.3388 0.6927 -1.4237 -0.355 0.421 1.047
C -1.6082 1.8861 -1.9172 0.485 0.014 -0.513
H -3.7601 6.4203 -2.5916 -0.004 0.032 0.011
H -2.7167 4.4462 -1.5201 0.043 -0.004 0.079
H -4.3660 1.9254 -4.5688 0.003 -0.068 -0.006
H -5.4640 3.8921 -5.5964 -0.025 0.009 -0.022
H -4.4824 0.5445 -2.3781 -0.083 -0.030 0.019
H -2.5810 -1.0402 -1.1715 -0.019 -0.008 0.080
H -0.9014 2.6874 -2.0382 0.044 0.084 0.081
S 3.0837 -1.8624 -0.5678 -0.008 0.242 0.116
C 3.6862 -3.0303 0.5056 -0.034 -0.082 -0.080
N 4.9805 -3.3655 0.4776 -0.047 0.190 -0.067
C 5.6131 -4.3300 1.3659 0.061 -0.054 0.011
C 4.5739 -5.3258 1.8521 0.022 -0.003 0.083
C 3.3718 -4.5731 2.3978 0.011 -0.040 0.101
N 2.8904 -3.6622 1.3734 -0.057 0.191 -0.014
H 5.5398 -2.8337 -0.1698 0.004 -0.048 0.028
H 6.0737 -3.8070 2.2098 -0.012 -0.050 -0.003
H 6.4051 -4.8323 0.8095 -0.030 0.002 0.053
H 5.0036 -5.9628 2.6238 -0.002 0.008 -0.002
H 4.2569 -5.9622 1.0256 -0.009 -0.022 -0.026
H 3.6421 -4.0133 3.3022 0.003 -0.069 -0.049
H 2.5581 -5.2519 2.6548 0.066 0.006 -0.012
H 1.9340 -3.3505 1.3869 -0.045 -0.024 -0.003

=====

85
Properties=species:S:1:pos:R:3:forces:R:3 method="wB97M-V/def2-TZVPD" charge=+1 homo_energy_ev=-9.44 multiplicity=1 gap_ev=6.2
Hf -0.3925 2.4893 0.5146 0.368 -0.552 0.119
F 1.8867 -3.9734 0.8441 -0.028 0.017 -0.061
C 1.4060 -3.3541 -0.2568 0.090 -0.057 -0.007
C 0.9128 -2.0907 -0.1576 -0.024 0.049 -0.049
C 0.4774 -1.4348 -1.3163 -0.094 -0.034 0.124
C -0.0431 -0.0825 -1.1651 -0.011 0.097 -0.032
O -0.0447 0.4277 -0.0272 0.286 -0.134 -0.120
C -0.4887 0.5674 -2.3426 0.049 -0.140 -0.226
C -0.3777 -0.1024 -3.5220 -0.040 0.061 0.041
N 0.0951 -1.3588 -3.6866 0.064 -0.118 0.006
C 0.0981 -1.8298 -5.0694 -0.017 0.099 0.068
C -0.2524 -3.2073 -5.5241 0.038 0.019 -0.050
C 1.1578 -2.6724 -5.6983 -0.045 -0.025 -0.020
C 0.5427 -2.0648 -2.5667 -0.065 0.042 -0.173
C 1.0279 -3.3825 -2.6224 -0.106 0.116 0.054
C 1.4551 -4.0317 -1.4828 0.024 0.014 0.194
N 1.9232 -5.3688 -1.5909 -0.103 -0.039 -0.206
C 1.7817 -6.2813 -0.4768 -0.035 -0.007 0.058
C 1.7236 -7.7010 -1.0050 0.068 -0.098 -0.120
N 2.9811 -7.9712 -1.7999 0.094 0.003 0.082
C 3.1500 -6.9754 -2.9222 -0.082 -0.185 0.040
C 3.1538 -5.5864 -2.3185 0.131 0.058 0.077
C -0.9896 1.9936 -2.4065 -0.063 0.050 0.535
O -1.0075 2.5681 -3.4659 -0.139 0.041 -0.140
O -1.3755 2.4972 -1.2537 0.046 -0.252 -0.738
H 0.8654 -1.5817 0.7996 -0.001 0.031 0.027
H -0.6825 0.4125 -4.4235 -0.007 0.039 0.031
H -0.2812 -1.0357 -5.6953 0.024 -0.054 0.012
H -0.8805 -3.2775 -6.4000 -0.007 -0.004 -0.013
H -0.4445 -3.9725 -4.7899 0.013 -0.035 0.036
H 1.4754 -2.3851 -6.6897 0.007 -0.001 -0.020
H 1.9515 -3.0632 -5.0817 0.002 -0.026 0.024
H 1.0402 -3.9420 -3.5387 0.014 -0.045 -0.046
H 0.8577 -6.0846 0.0636 0.015 0.027 -0.018
H 2.6052 -6.1919 0.2469 -0.015 -0.021 0.021
H 0.8914 -7.8411 -1.6936 0.000 0.011 0.044
H 1.6803 -8.4413 -0.2089 -0.025 0.027 0.035
H 2.9803 -8.9278 -2.1612 -0.024 0.110 0.022
H 3.7866 -7.8923 -1.1683 -0.093 -0.042 -0.088
H 2.2931 -7.1186 -3.5801 0.063 0.041 -0.027
H 4.0721 -7.2206 -3.4453 0.017 0.051 0.012
H 3.2657 -4.8532 -3.1155 -0.052 -0.025 0.011
H 4.0320 -5.4814 -1.6571 0.036 0.026 -0.048
N 3.5124 3.0897 -1.3776 -0.026 -0.137 -0.136
C 2.2363 3.2598 -1.0167 0.088 0.232 0.191
O 1.4150 2.3349 -1.0968 -0.175 0.136 0.134
C 1.8420 4.6073 -0.4784 0.055 0.033 -0.011
C 0.4885 4.5518 0.2240 0.054 0.213 -0.040
H 3.8291 2.1775 -1.6600 -0.002 0.022 0.005
H 4.1875 3.8158 -1.2126 -0.039 -0.040 -0.059
H 1.8493 5.2895 -1.3368 0.005 0.010 0.029
H 2.6422 4.9504 0.1844 -0.023 -0.015 0.002
H -0.2601 5.0699 -0.3870 -0.013 -0.017 0.080
H 0.5466 5.1048 1.1684 -0.031 -0.040 -0.038
S -2.7237 0.6652 1.1484 0.115 -0.025 0.122
C -2.8756 0.9318 2.8156 -0.036 -0.092 -0.111
N -2.1319 0.3790 3.7783 0.291 -0.117 -0.265
C -2.4249 0.9505 5.0868 -0.033 0.019 0.010
C -3.6275 1.8872 4.7985 0.044 -0.018 0.042
N -3.7837 1.7512 3.3566 0.059 0.074 -0.072
H -1.2253 -0.0424 3.5406 -0.367 0.126 0.140
H -1.5588 1.4923 5.4697 -0.015 0.031 -0.009
H -2.6855 0.1669 5.7977 0.015 0.034 0.021
H -3.4141 2.9228 5.0653 -0.016 0.013 0.048
H -4.5286 1.5748 5.3263 0.016 -0.030 -0.019
H -4.3919 2.3077 2.7708 0.038 -0.010 0.055
S 2.0520 1.8286 1.8263 -0.327 -0.414 0.219
C 1.3196 0.5144 2.5816 0.087 0.443 -0.294
N 0.7495 -0.3866 3.0422 0.017 -0.037 0.086
O -4.6015 4.3313 1.4274 0.003 0.061 -0.078
S -3.3048 4.9390 1.3089 -0.201 -0.253 -0.123
O -3.0436 5.8753 0.2660 -0.005 0.007 -0.026
N -2.1653 3.7429 1.3423 0.310 0.471 0.393
C -1.5414 3.7214 2.5156 -0.126 0.098 -0.065
O -0.6317 2.8633 2.6867 -0.113 0.065 0.196
C -1.9177 4.7846 3.4718 0.063 -0.143 -0.095
C -1.4131 5.0471 4.7322 -0.064 0.063 0.017
C -1.9255 6.1493 5.4065 -0.004 -0.047 -0.059
C -2.9018 6.9543 4.8224 -0.005 0.013 0.008
C -3.3995 6.6889 3.5506 0.124 -0.099 0.056
C -2.8774 5.5912 2.8976 -0.118 0.190 0.130
H -0.6430 4.4204 5.1598 0.027 -0.025 0.016
H -1.5577 6.3914 6.3933 0.008 0.021 0.034
H -3.2761 7.8098 5.3671 -0.008 0.026 0.024
H -4.1475 7.3191 3.0938 -0.050 0.024 -0.028